1.
Below is C35H54BCaN9O7 as an isolated structure, with properties calculated with ωB97M-V/def2-TZVPD.

Net charge = -2
Energy relative to the best compared isomer or geometry (same formula, charge and spin) = 45.2 kJ/mol
Lowest unoccupied orbital energy = 4.25 eV

Last column: Mulliken charge in e.
Element x y z (Å)
1 Ca 0.929 0.305 -0.553  2.317
2 O 3.069 1.491 -0.568  -0.193
3 C 3.048 2.383 -1.683  -1.038
4 C 1.800 3.253 -1.680  -1.053
5 N 0.540 2.499 -1.617  0.762
6 C -0.452 3.130 -0.745  -0.339
7 C -0.348 2.793 0.769  1.060
8 O -0.842 3.624 1.538  -0.803
9 O 0.168 1.671 1.069  -0.722
10 C 0.061 2.100 -2.937  0.643
11 C 0.936 1.001 -3.595  0.081
12 O 1.225 1.124 -4.786  -0.867
13 O 1.255 0.045 -2.810  -0.428
14 H 3.167 2.066 0.247  0.084
15 H 3.129 1.777 -2.583  0.442
16 H 3.922 3.040 -1.636  0.509
17 H 1.805 3.885 -2.582  0.305
18 H 1.855 3.920 -0.817  0.562
19 H -1.435 2.764 -1.051  -0.806
20 H -0.450 4.220 -0.846  0.215
21 H -0.003 2.951 -3.626  0.220
22 H -0.938 1.667 -2.825  -0.844
23 C 0.381 -2.365 4.197  -1.888
24 C 1.043 -2.206 2.868  0.662
25 C 2.378 -2.418 2.612  -0.907
26 C 2.535 -2.141 1.249  -0.525
27 N 1.374 -1.805 0.712  -0.297
28 N 0.438 -1.825 1.713  0.936
29 B -1.101 -1.823 1.395  -0.922
30 N -1.816 -0.439 1.206  1.281
31 N -2.419 -0.116 0.023  -0.164
32 C -3.232 0.897 0.282  -0.470
33 C -3.158 1.265 1.637  -0.706
34 C -2.232 0.405 2.177  0.199
35 C -1.663 0.405 3.549  -1.491
36 C -4.216 1.412 -0.747  2.729
37 C -3.763 1.060 -2.163  -1.649
38 C -5.568 0.732 -0.472  -1.994
39 C -4.412 2.928 -0.612  -1.830
40 N -1.342 -2.670 0.142  0.166
41 N -0.852 -2.275 -1.061  0.854
42 C -1.248 -3.179 -1.943  -0.803
43 C -2.016 -4.179 -1.306  -0.887
44 C -2.053 -3.807 0.022  0.402
45 C -2.725 -4.471 1.178  -1.614
46 C -0.876 -3.058 -3.406  2.877
47 C 0.647 -3.095 -3.563  -1.071
48 C -1.416 -1.740 -3.966  -1.332
49 C -1.496 -4.214 -4.191  -2.606
50 C 3.799 -2.258 0.428  3.236
51 C 4.258 -3.723 0.485  -2.088
52 C 3.556 -1.880 -1.030  -2.065
53 C 4.881 -1.352 1.023  -1.748
54 H 1.059 -2.905 4.859  0.448
55 H 0.169 -1.401 4.657  0.177
56 H -0.554 -2.921 4.131  0.299
57 H 3.136 -2.690 3.329  0.453
58 H -1.606 -2.349 2.358  -0.257
59 H -3.649 2.081 2.143  0.424
60 H -2.270 1.034 4.201  0.491
61 H -1.628 -0.600 3.968  0.282
62 H -0.649 0.816 3.524  0.107
63 H -3.368 0.046 -2.206  0.204
64 H -4.607 1.149 -2.855  0.510
65 H -2.979 1.738 -2.512  0.182
66 H -5.488 -0.348 -0.620  0.345
67 H -5.891 0.912 0.556  0.358
68 H -6.336 1.119 -1.153  0.490
69 H -3.466 3.464 -0.595  0.228
70 H -5.013 3.305 -1.447  0.428
71 H -4.938 3.171 0.315  0.393
72 H -2.484 -5.045 -1.748  0.544
73 H -3.253 -5.361 0.832  0.414
74 H -2.006 -4.774 1.944  0.214
75 H -3.446 -3.807 1.660  0.217
76 H 1.102 -2.237 -3.070  -0.210
77 H 1.057 -4.017 -3.139  0.337
78 H 0.919 -3.045 -4.623  0.453
79 H -1.000 -0.900 -3.416  -0.092
80 H -1.144 -1.630 -5.020  0.510
81 H -2.506 -1.707 -3.876  0.343
82 H -1.125 -5.182 -3.838  0.424
83 H -2.586 -4.214 -4.102  0.421
84 H -1.240 -4.120 -5.250  0.449
85 H 3.473 -4.389 0.114  0.366
86 H 5.151 -3.863 -0.132  0.487
87 H 4.500 -4.020 1.509  0.339
88 H 2.743 -2.457 -1.473  0.197
89 H 3.336 -0.817 -1.157  0.272
90 H 4.468 -2.066 -1.606  0.525
91 H 5.135 -1.662 2.041  0.387
92 H 5.788 -1.413 0.411  0.460
93 H 4.548 -0.314 1.074  0.108
94 C 0.973 5.910 2.921  -1.135
95 N 1.791 4.710 2.907  0.224
96 C 1.615 3.785 3.897  -0.007
97 C 2.188 2.578 3.850  -0.733
98 C 2.932 2.216 2.645  0.162
99 O 3.416 1.082 2.516  -0.559
100 N 3.067 3.151 1.658  -0.444
101 C 2.532 4.385 1.754  0.425
102 O 2.664 5.256 0.880  -0.788
103 H 1.206 6.523 3.797  0.325
104 H -0.082 5.631 2.914  0.314
105 H 1.197 6.471 2.020  0.351
106 H 0.978 4.105 4.713  0.312
107 H 2.045 1.840 4.626  0.431

2.
Below is C35H54BCaN9O7 as an isolated structure, with properties calculated with ωB97M-V/def2-TZVPD.

Net charge = -2
Energy relative to the best compared isomer or geometry (same formula, charge and spin) = 0.0 kJ/mol
Lowest unoccupied orbital energy = 4.27 eV

Last column: Mulliken charge in e.
Element x y z (Å)
1 Ca -0.396 0.626 -0.681  1.633
2 O -0.624 2.963 -1.324  -0.171
3 C -1.968 3.259 -1.673  -1.064
4 C -2.930 2.758 -0.610  -1.050
5 N -2.836 1.314 -0.342  0.853
6 C -3.145 1.066 1.062  -1.000
7 C -1.966 1.469 1.976  0.357
8 O -2.231 1.787 3.141  -0.869
9 O -0.823 1.392 1.435  0.481
10 C -3.628 0.534 -1.284  -0.306
11 C -2.925 0.378 -2.649  0.296
12 O -3.628 0.289 -3.657  -0.871
13 O -1.655 0.304 -2.584  -0.403
14 H -0.355 3.612 -0.597  0.014
15 H -2.163 2.808 -2.646  0.487
16 H -2.100 4.343 -1.757  0.524
17 H -3.962 3.022 -0.893  0.199
18 H -2.703 3.299 0.308  0.586
19 H -3.297 -0.004 1.207  -0.160
20 H -4.055 1.582 1.396  0.118
21 H -4.634 0.949 -1.434  0.199
22 H -3.743 -0.482 -0.888  -0.018
23 C 4.895 -0.327 1.303  -1.818
24 C 3.962 0.135 0.233  0.702
25 C 4.224 1.032 -0.776  -1.367
26 C 3.019 1.149 -1.490  -0.791
27 N 2.093 0.380 -0.939  0.916
28 N 2.673 -0.254 0.120  0.195
29 B 2.014 -1.538 0.697  -0.504
30 N 0.754 -1.277 1.566  1.726
31 N -0.300 -2.139 1.489  -0.657
32 C -1.014 -1.950 2.585  -0.263
33 C -0.433 -0.955 3.398  -0.067
34 C 0.690 -0.558 2.711  -0.210
35 C 1.685 0.497 3.049  -1.269
36 C -2.220 -2.821 2.862  2.423
37 C -2.890 -3.240 1.551  -1.406
38 C -1.744 -4.090 3.586  -1.974
39 C -3.212 -2.074 3.756  -1.801
40 N 1.610 -2.468 -0.459  -0.004
41 N 0.599 -2.163 -1.309  0.931
42 C 0.451 -3.214 -2.105  -0.819
43 C 1.377 -4.220 -1.763  -0.762
44 C 2.092 -3.700 -0.706  0.349
45 C 3.205 -4.333 0.065  -1.671
46 C -0.602 -3.267 -3.189  2.844
47 C -0.353 -2.160 -4.220  -1.139
48 C -1.985 -3.104 -2.552  -1.222
49 C -0.549 -4.622 -3.900  -2.625
50 C 2.801 1.916 -2.774  3.402
51 C 3.903 1.498 -3.760  -1.999
52 C 1.447 1.585 -3.399  -2.007
53 C 2.899 3.422 -2.506  -1.683
54 H 5.920 -0.104 1.006  0.420
55 H 4.697 0.192 2.244  0.231
56 H 4.805 -1.396 1.490  0.226
57 H 5.154 1.547 -0.952  0.479
58 H 2.853 -2.088 1.368  -0.356
59 H -0.822 -0.503 4.294  0.260
60 H 1.362 1.023 3.946  0.524
61 H 2.675 0.064 3.229  0.341
62 H 1.763 1.227 2.242  -0.155
63 H -2.168 -3.719 0.891  0.319
64 H -3.711 -3.935 1.754  0.434
65 H -3.297 -2.381 1.018  0.051
66 H -1.049 -4.643 2.953  0.314
67 H -1.229 -3.830 4.514  0.367
68 H -2.593 -4.738 3.829  0.472
69 H -3.508 -1.121 3.315  0.195
70 H -4.107 -2.683 3.917  0.445
71 H -2.771 -1.856 4.731  0.350
72 H 1.514 -5.187 -2.217  0.547
73 H 3.428 -5.309 -0.367  0.397
74 H 4.113 -3.727 0.035  0.210
75 H 2.938 -4.470 1.113  0.238
76 H -0.462 -1.175 -3.768  -0.177
77 H 0.650 -2.259 -4.644  0.345
78 H -1.085 -2.230 -5.030  0.427
79 H -2.018 -2.193 -1.959  -0.117
80 H -2.760 -3.040 -3.321  0.429
81 H -2.202 -3.950 -1.895  0.364
82 H 0.416 -4.775 -4.390  0.429
83 H -0.715 -5.446 -3.201  0.427
84 H -1.328 -4.661 -4.665  0.447
85 H 3.841 0.429 -3.975  0.368
86 H 3.788 2.048 -4.698  0.479
87 H 4.897 1.708 -3.359  0.323
88 H 1.303 0.506 -3.497  0.211
89 H 0.625 2.006 -2.823  0.015
90 H 1.390 2.026 -4.399  0.526
91 H 3.889 3.683 -2.123  0.354
92 H 2.731 3.977 -3.435  0.473
93 H 2.168 3.727 -1.757  0.087
94 C -2.100 4.977 3.775  -1.131
95 N -0.927 4.781 2.945  0.249
96 C 0.203 4.257 3.500  -0.035
97 C 1.253 3.889 2.758  -0.749
98 C 1.123 3.936 1.304  0.180
99 O 2.001 3.466 0.567  -0.516
100 N -0.007 4.498 0.781  -0.431
101 C -1.032 4.918 1.546  0.421
102 O -2.071 5.408 1.085  -0.750
103 H -1.837 5.564 4.660  0.369
104 H -2.511 4.010 4.071  0.270
105 H -2.835 5.517 3.186  0.339
106 H 0.181 4.157 4.579  0.318
107 H 2.143 3.466 3.198  0.482

Calculated total energy values (in a.u.) by entry order: -3088.48146 -3088.49869.
Frontier orbital gap values (in eV) by entry order: 7.34 7.38.